(1)
{
  "formula": "H16O9Y",
  "method": "the ωB97M-V functional and the def2-TZVPD basis",
  "charge": 1,
  "lumo_energy_ev": -3.60,
  "homo_ev": -11.06,
  "total_energy_ev": -19728.64852,
  "species": ["Y", "O", "H", "O", "H", "O", "H", "H", "O", "H", "H", "O", "H", "H", "O", "H", "H", "O", "H", "H", "O", "H", "H", "O", "H", "H"],
  "xyz": [[-0.2236, 0.2555, 0.0264], [-0.1456, 1.9043, 1.5768], [0.5176, 2.3087, 2.1693], [-1.7496, 1.7399, -0.7677], [-1.3538, 1.9037, -1.6458], [2.1972, 0.0611, 0.1563], [2.7094, -0.7223, 0.3566], [2.8507, 0.7275, -0.0558], [0.9258, 2.1537, -1.1324], [1.7480, 2.4128, -0.7164], [0.4757, 2.9797, -1.3094], [0.3484, -2.1428, -0.1241], [0.7040, -2.5506, 0.6655], [-0.1342, -2.8449, -0.5604], [-1.9703, -0.6214, 1.4252], [-2.2839, -1.4184, 1.8527], [-2.1103, 0.0693, 2.0729], [-1.9309, -0.9498, -1.2899], [-1.9758, -1.8840, -1.4935], [-2.8333, -0.6420, -1.3754], [0.6211, -0.1997, -2.2559], [1.5062, 0.0786, -2.4913], [0.2212, -0.4560, -3.0869], [0.5870, -0.6760, 2.2819], [0.7259, 0.0054, 2.9396], [0.5730, -1.4924, 2.7815]],
  "atomic_forces_ev_per_a": [[-1.60, 3.40, 0.55], [0.94, -1.06, 0.14], [-0.67, -0.33, -0.51], [1.23, -1.35, -0.49], [-0.77, 0.05, 0.33], [0.30, 0.06, -0.29], [0.05, -0.33, 0.15], [0.20, 0.25, 0.02], [0.97, -0.33, -0.32], [0.11, 0.41, 0.21], [-0.60, 0.25, 0.25], [0.08, -0.11, 0.14], [0.17, -0.13, 0.29], [-0.06, -0.20, -0.29], [-0.42, -0.15, 0.01], [-0.07, -0.28, -0.07], [-0.03, 0.72, 0.31], [0.35, -0.71, -0.37], [-0.09, -0.33, -0.14], [-0.26, 0.77, 0.12], [0.05, -0.47, -0.14], [0.26, 0.25, 0.05], [-0.43, -0.07, -0.15], [0.45, -0.74, 0.00], [-0.09, 0.75, -0.03], [-0.09, -0.32, 0.22]]
}

***

(2)
{
  "formula": "C4H8N2O2",
  "method": "the ωB97M-V functional and the def2-TZVPD basis",
  "charge": 0,
  "lumo_energy_ev": 0.56,
  "homo_ev": -8.80,
  "total_energy_ev": -11349.58795,
  "smiles": "O/N=C\\N1CC(O)C1",
  "species": ["O", "N", "C", "N", "C", "C", "O", "C", "H", "H", "H", "H", "H", "H", "H", "H"],
  "xyz": [[-2.7835, -0.9846, 0.1419], [-2.7886, 0.2078, -0.5531], [-1.6544, 0.8344, -0.4813], [-0.5758, 0.2649, 0.2346], [0.1189, -0.9171, -0.1960], [1.4363, -0.3857, 0.2558], [2.4224, -0.3886, -0.7315], [0.7388, 0.9784, 0.4167], [-2.2445, -0.7777, 0.9842], [-1.5037, 1.8601, -0.8388], [0.1668, -1.0348, -1.2746], [-0.2375, -1.8560, 0.1982], [1.8187, -0.7280, 1.2365], [3.2862, -0.2308, -0.3434], [0.8645, 1.4676, 1.3844], [0.9355, 1.6900, -0.4335]],
  "atomic_forces_ev_per_a": [[0.81, 0.17, 1.71], [1.06, 1.57, -0.62], [-0.12, -1.23, 0.93], [-0.11, 1.91, 0.51], [-0.16, -1.78, -0.99], [0.92, 1.31, 1.06], [0.35, -0.51, -0.43], [-0.90, 0.62, -0.58], [-0.75, -0.59, -1.54], [-0.46, -0.48, -0.15], [-0.16, 0.06, -0.39], [-0.14, -0.29, 0.32], [-0.23, -0.21, -0.53], [0.01, 0.00, 0.06], [-0.18, 0.13, -0.14], [0.05, -0.66, 0.78]]
}

***

(3)
{
  "formula": "CH3OS",
  "method": "the ωB97M-V functional and the def2-TZVPD basis",
  "charge": -1,
  "lumo_energy_ev": 4.43,
  "homo_ev": -2.90,
  "total_energy_ev": -13968.36910,
  "species": ["S", "H", "O", "C", "H", "H"],
  "xyz": [[1.4571, 0.8864, 1.0849], [1.2196, 0.0085, 2.0448], [-1.3086, -1.2671, -0.6478], [-0.6096, -0.2033, -0.7454], [-1.1105, 0.7808, -0.3940], [0.3520, -0.2052, -1.3424]],
  "atomic_forces_ev_per_a": [[0.07, 0.31, -0.38], [-0.10, -0.36, 0.40], [2.48, 3.15, -0.13], [-2.76, -2.00, -0.20], [1.29, -1.34, -0.54], [-0.97, 0.23, 0.86]]
}

***

(4)
{
  "formula": "C47H38AlO9S",
  "method": "the ωB97M-V functional and the def2-TZVPD basis",
  "charge": -1,
  "lumo_energy_ev": 0.30,
  "homo_ev": -5.26,
  "total_energy_ev": -85214.12220,
  "species": ["O", "S", "O", "C", "Al", "C", "C", "C", "C", "O", "H", "H", "H", "H", "H", "H", "H", "H", "H", "H", "H", "H", "H", "H", "C", "C", "C", "C", "C", "C", "C", "O", "C", "C", "C", "C", "C", "C", "C", "O", "H", "H", "H", "H", "H", "H", "H", "H", "C", "C", "C", "C", "C", "C", "C", "O", "C", "C", "C", "C", "C", "C", "C", "O", "H", "H", "H", "H", "H", "H", "H", "H", "C", "C", "C", "C", "C", "C", "C", "O", "C", "C", "C", "C", "C", "C", "C", "O", "H", "H", "H", "H", "H", "H", "H", "H"],
  "xyz": [[4.2259, -1.8568, 2.0284], [2.9182, -1.2409, 2.5819], [2.0848, -2.3366, 3.3436], [1.9571, -0.4394, 1.1641], [3.0171, 1.0402, 0.2041], [4.8533, 0.4516, -0.4949], [4.8417, -0.2578, -1.9744], [3.6418, -1.3496, -2.2121], [2.5088, -0.8654, -3.3338], [2.1540, 0.5587, -3.2363], [3.2623, -0.2307, 3.5259], [1.5514, -1.2542, 0.3935], [1.0086, 0.0886, 1.6395], [3.2793, 2.1969, 1.2965], [2.0542, 1.6744, -0.8790], [5.5275, 1.4326, -0.5630], [5.3770, -0.2875, 0.2633], [4.8672, 0.5154, -2.8698], [5.8696, -0.8591, -2.0586], [4.1562, -2.3085, -2.7027], [3.1494, -1.7488, -1.2112], [2.8815, -1.0649, -4.4502], [1.4963, -1.4713, -3.1544], [2.8950, 1.1627, -3.5359], [-3.9110, 4.9989, -1.0269], [-5.2711, 4.6915, -1.0545], [-5.7430, 3.5526, -0.3999], [-4.8501, 2.7112, 0.2747], [-3.4872, 3.0054, 0.2815], [-3.0178, 4.1584, -0.3611], [-2.5301, 2.0986, 0.9477], [-1.3331, 2.3582, 0.9572], [-3.0350, 0.8710, 1.5942], [-2.1325, -0.0268, 2.1793], [-2.6027, -1.1836, 2.8046], [-3.9722, -1.4419, 2.8556], [-4.8732, -0.5521, 2.2687], [-4.4024, 0.6018, 1.6282], [-5.3606, 1.5184, 0.9794], [-6.5640, 1.2898, 1.0197], [-3.5444, 5.8914, -1.5292], [-5.9656, 5.3398, -1.5842], [-6.8068, 3.3217, -0.4214], [-1.9568, 4.4018, -0.3484], [-1.0619, 0.1690, 2.1466], [-1.8998, -1.8820, 3.2536], [-4.3393, -2.3393, 3.3489], [-5.9406, -0.7629, 2.3082], [1.7538, 6.3925, -6.2541], [2.0426, 7.7553, -6.1876], [3.0539, 8.2143, -5.3421], [3.7711, 7.3087, -4.5509], [3.4657, 5.9491, -4.5992], [2.4623, 5.4883, -5.4615], [4.1818, 4.9909, -3.7326], [3.9166, 3.7960, -3.7770], [5.2154, 5.4944, -2.8061], [5.8615, 4.6050, -1.9376], [6.8497, 5.0707, -1.0675], [7.2012, 6.4203, -1.0688], [6.5552, 7.3095, -1.9290], [5.5533, 6.8468, -2.7924], [4.8511, 7.8012, -3.6729], [5.1562, 8.9883, -3.6714], [0.9719, 6.0337, -6.9198], [1.4818, 8.4614, -6.7959], [3.2774, 9.2791, -5.2993], [2.2276, 4.4266, -5.5146], [5.5953, 3.5493, -1.9325], [7.3465, 4.3794, -0.3903], [7.9759, 6.7821, -0.3963], [6.8315, 8.3626, -1.9209], [-6.7528, -10.0709, 4.2933], [-6.8730, -9.0936, 5.2809], [-5.9854, -8.0168, 5.3095], [-4.9660, -7.9231, 4.3542], [-4.8307, -8.9131, 3.3818], [-5.7334, -9.9838, 3.3441], [-3.7291, -8.8506, 2.3997], [-3.6116, -9.7180, 1.5429], [-2.7666, -7.7332, 2.4705], [-1.6839, -7.6924, 1.5822], [-0.7765, -6.6321, 1.6336], [-0.9523, -5.6075, 2.5632], [-2.0267, -5.6484, 3.4529], [-2.9301, -6.7187, 3.4126], [-4.0427, -6.7712, 4.3814], [-4.1953, -5.8735, 5.2018], [-7.4502, -10.9053, 4.2654], [-7.6597, -9.1683, 6.0284], [-6.0886, -7.2549, 6.0803], [-5.6423, -10.7533, 2.5794], [-1.5413, -8.4868, 0.8513], [0.0664, -6.6051, 0.9464], [-0.2497, -4.7777, 2.5986], [-2.1547, -4.8474, 4.1792]],
  "atomic_forces_ev_per_a": [[-3.49, 2.42, 1.59], [0.19, -5.35, -0.93], [2.07, 3.87, -1.83], [-1.46, -0.47, 0.81], [0.79, 0.31, -0.03], [1.10, -0.17, -0.75], [1.07, -0.65, 0.15], [0.30, -0.80, -1.04], [0.15, -0.09, 0.03], [0.98, -0.83, -0.68], [-0.52, -0.71, -1.16], [1.11, 1.25, 2.14], [1.95, -1.16, -0.71], [0.11, 0.03, 0.46], [-0.24, -0.02, -0.13], [-1.17, -1.98, 0.15], [-0.96, 1.47, -1.52], [-0.21, -1.40, 1.87], [-2.14, 1.19, -0.09], [-1.18, 1.88, 1.04], [1.00, 1.20, -2.02], [-0.62, 0.12, 2.41], [2.22, 1.42, -0.46], [-1.04, -1.38, 0.66], [0.13, -0.30, 0.21], [-0.03, -0.34, 0.22], [0.08, 0.32, -0.18], [-0.06, 0.52, -0.37], [-0.19, 0.57, -0.38], [-0.18, 0.20, -0.15], [1.75, 0.28, 0.04], [-0.97, -0.15, 0.03], [0.10, -0.61, 0.32], [-0.08, -0.25, 0.16], [0.02, 0.33, -0.18], [-0.16, 0.30, -0.20], [0.21, -0.22, 0.13], [0.06, -0.50, 0.31], [-1.32, -0.36, 0.09], [0.59, 0.15, -0.04], [-0.04, -0.17, 0.10], [0.11, -0.12, 0.10], [0.30, -0.09, 0.12], [-0.21, -0.25, 0.08], [-0.34, 0.08, -0.07], [-0.07, 0.17, -0.10], [0.05, 0.16, -0.09], [0.24, 0.20, -0.11], [0.25, -0.14, 0.25], [0.31, 0.01, 0.26], [-0.27, -0.09, -0.24], [-0.49, 0.07, -0.42], [-0.48, 0.17, -0.48], [-0.16, 0.20, -0.18], [-0.29, -1.64, 0.07], [0.19, 0.81, -0.09], [0.46, -0.12, 0.51], [0.21, 0.04, 0.17], [-0.25, -0.01, -0.28], [-0.26, 0.13, -0.29], [0.14, -0.19, 0.20], [0.41, -0.04, 0.40], [0.43, 1.31, 0.12], [-0.19, -0.59, -0.05], [0.15, 0.04, 0.14], [0.11, -0.11, 0.11], [0.09, -0.30, 0.11], [0.17, 0.22, 0.18], [-0.07, 0.26, -0.09], [-0.15, 0.09, -0.14], [-0.15, -0.05, -0.13], [-0.21, -0.23, -0.12], [0.30, 0.11, -0.19], [0.29, 0.25, -0.10], [-0.24, -0.26, 0.01], [-0.52, -0.38, 0.24], [-0.56, -0.30, 0.27], [-0.23, -0.01, 0.24], [0.30, -0.88, -1.04], [-0.13, 0.41, 0.49], [0.49, 0.20, -0.23], [0.22, 0.25, 0.01], [-0.34, -0.27, 0.07], [-0.24, -0.01, 0.17], [0.21, -0.04, -0.21], [0.46, 0.33, -0.16], [-0.01, 1.17, 0.92], [0.01, -0.56, -0.46], [0.14, 0.15, -0.01], [0.14, 0.04, -0.13], [0.17, -0.09, -0.28], [0.14, 0.28, 0.13], [-0.20, 0.13, 0.24], [-0.17, 0.00, 0.14], [-0.10, -0.13, 0.02], [-0.08, -0.29, -0.11]]
}